Entry 1:
Here is a 14-piece molecular cluster, C29H67N9O28 overall from the OMol25 dataset. Energies are from ωB97M-V/def2-TZVPD.

Geometry as XYZ:
```
133
Properties=species:S:1:pos:R:3:forces:R:3:mulliken_charge:R:1
C -2.61500 3.27050 -1.74654 1.1 -0.8 0.4 -0.5288
N -2.97146 2.89487 -0.33534 0.3 1.1 -0.1 0.8542
O -2.40532 2.03283 0.27068 0.8 -1.5 -0.3 -0.2753
O -3.74858 3.64040 0.19553 -1.6 1.0 0.4 -0.6021
H -3.23339 2.72562 -2.45984 -0.3 0.3 0.2 0.2613
H -1.59390 2.90639 -1.85999 0.0 0.1 -0.1 -0.0174
H -2.64637 4.35998 -1.75823 -0.3 -0.3 -0.4 0.3490
C 0.95250 -4.76153 2.35718 0.5 -0.2 0.5 0.2725
N 2.23095 -5.48701 2.04114 0.4 -2.4 -1.1 0.8764
O 2.91740 -5.07222 1.13211 -0.1 1.0 0.2 -0.5173
O 2.47315 -6.59916 2.53694 -0.9 1.5 0.5 -0.6132
H 1.22944 -3.73637 2.60303 -0.2 -0.2 0.0 -0.2001
H 0.48379 -5.30694 3.17629 0.1 0.3 -0.1 0.3489
H 0.34206 -4.76030 1.45415 0.2 0.0 0.1 -0.2074
C -3.66169 1.91442 3.55459 -0.3 -0.1 -1.9 -0.3022
N -4.72076 0.99237 4.07869 1.0 -0.8 -0.5 0.9779
O -5.02746 1.18360 5.22467 -0.8 -0.1 0.7 -0.5694
O -5.13031 0.06953 3.36119 0.4 1.5 0.8 -0.5572
H -4.17675 2.69482 2.99444 -0.2 0.0 0.1 0.3641
H -3.15604 1.34292 2.77626 0.3 0.1 0.3 -0.0263
H -3.00641 2.40032 4.27751 -0.4 -0.7 0.3 0.0921
C 3.49637 2.58243 -4.88895 -0.5 1.4 0.0 -0.8645
N 3.54649 2.81217 -3.40602 2.1 -3.1 1.3 0.7286
O 2.79805 2.13955 -2.68092 0.5 2.2 -1.3 -0.1162
O 4.62160 3.31782 -2.99846 -2.3 0.1 -0.3 -0.5695
H 4.53875 2.43413 -5.17100 -0.4 -0.5 0.0 0.3383
H 3.18353 3.54405 -5.29578 0.0 0.0 -0.1 0.3365
H 2.74914 1.83194 -5.14683 0.5 -0.3 0.3 0.1832
C 2.13468 -1.34243 5.18088 1.7 1.2 0.2 -0.5518
N 1.54945 -2.43883 5.93791 0.5 0.0 -0.8 1.0245
O 0.73214 -3.12774 5.33407 0.3 0.0 1.5 -0.5033
O 2.05731 -2.58828 7.04457 -1.6 -0.9 -0.4 -0.5948
H 2.26942 -1.59637 4.12947 -0.3 0.1 0.2 0.0770
H 3.08355 -1.21917 5.70295 0.3 0.0 -0.6 0.3764
H 1.66143 -0.37681 5.35899 -0.7 -0.4 -0.3 0.1767
C -5.33274 -0.23410 -5.24017 1.1 0.3 0.1 -0.8195
N -3.85843 -0.13213 -4.88794 1.5 -2.2 0.5 0.7369
O -3.03555 -0.55673 -5.70629 -1.5 1.0 0.4 -0.4983
O -3.51797 0.19667 -3.76084 -0.7 0.7 -0.4 -0.2903
H -5.94502 -0.25228 -4.33857 0.3 0.2 0.0 0.2385
H -5.42192 -1.17647 -5.78062 -0.1 0.4 -0.2 0.3156
H -5.42782 0.67442 -5.83486 -0.7 -0.3 -0.2 0.3343
C 2.60338 -2.63398 -6.08595 -0.4 -0.4 0.6 -1.1325
N 2.21841 -1.70942 -4.99123 1.8 -3.2 -3.4 0.6698
O 2.77850 -0.59047 -4.95772 0.5 2.7 0.5 -0.7508
O 1.35346 -2.19780 -4.23909 -2.4 0.0 2.5 -0.6288
H 2.31588 -3.65205 -5.82334 -0.2 0.1 0.4 0.3073
H 3.67328 -2.72488 -6.27348 0.1 0.8 -0.2 0.3170
H 2.00071 -2.43827 -6.97285 0.3 0.4 -0.5 0.3211
C -4.49510 -0.78200 -0.58806 -1.2 -0.2 -0.8 -0.3086
N -5.39233 -1.28525 -1.72671 1.4 -1.3 1.3 0.9984
O -6.51305 -0.89271 -1.80975 -1.8 1.4 -0.1 -0.6312
O -4.95253 -2.16822 -2.41968 0.8 -0.3 -0.7 -0.5087
H -3.92879 0.01188 -1.07505 0.4 -0.2 0.4 0.0715
H -3.96029 -1.66643 -0.24185 0.4 0.4 -0.2 0.0974
H -5.19485 -0.41325 0.16193 0.3 0.1 0.0 0.2508
C -0.79543 1.88620 -5.16209 1.0 0.9 -0.2 -0.2048
N -0.12325 3.20961 -5.65885 -1.5 0.2 0.6 0.9387
O -0.71937 3.81400 -6.51913 -0.2 -0.1 -0.9 -0.5923
O 0.79758 3.70453 -5.03924 0.1 -0.9 0.1 -0.5702
H -0.06585 1.08933 -5.30635 0.1 0.0 0.6 0.1693
H -1.70595 1.63540 -5.70629 0.3 0.6 -0.2 0.2640
H -1.01500 2.19394 -4.13975 0.2 -0.8 0.1 -0.0923
O -2.53801 -4.37916 0.27465 0.6 -0.3 -0.6 -0.5968
C -1.97196 -5.27588 -0.33007 -0.8 1.8 0.0 0.9413
O -1.41575 -5.12251 -1.54700 0.1 -2.2 0.5 -0.4344
C -1.37321 -3.91559 -2.28696 -0.1 1.4 -0.3 0.7206
C -1.68037 -4.02114 -3.80877 0.0 -0.2 0.7 -1.1931
C -1.95852 -6.64878 0.28085 0.0 -0.4 -0.3 -0.9911
H -0.38068 -3.47848 -2.17786 0.3 -0.4 -0.2 0.1422
H -1.97269 -3.16638 -1.76986 -0.7 -0.2 -0.3 -0.2295
H -1.69480 -2.98935 -4.15990 0.2 0.0 -0.1 0.2035
H -2.62534 -4.47092 -4.11346 -0.3 0.0 0.6 0.3736
H -0.93602 -4.58123 -4.37476 0.4 0.2 0.3 0.3214
H -1.35750 -6.68404 1.18950 0.3 0.2 -0.2 0.2164
H -1.65691 -7.43609 -0.40999 0.0 0.1 0.1 0.2655
H -2.96919 -6.81866 0.65207 -0.1 -0.1 -0.3 0.3363
O 4.59715 0.11353 1.83900 -1.2 0.3 -2.2 -0.7207
C 4.06077 0.23444 0.71553 2.7 0.4 2.3 0.4390
O 3.60892 -0.78569 0.04136 -0.3 -1.0 -1.2 0.0091
C 3.99174 -2.16003 0.31954 -0.3 -0.1 0.3 0.2136
C 5.38679 -2.56006 -0.10552 0.2 1.0 -0.5 -1.4675
C 3.88154 1.58038 0.00483 -0.7 -0.7 2.2 -0.2368
H 3.24734 -2.76980 -0.19247 0.0 0.3 -0.1 0.2470
H 3.91687 -2.39660 1.38092 -0.3 0.4 0.1 0.1291
H 5.38388 -3.65003 -0.11293 0.5 0.1 0.3 0.3929
H 6.13848 -2.05910 0.50448 0.0 -0.6 0.6 0.3410
H 5.70299 -2.20680 -1.08701 -0.7 -0.2 -0.4 0.3295
H 4.49583 1.88642 -0.84198 -0.2 -0.7 0.0 0.3904
H 4.04235 2.27940 0.82556 0.0 0.3 -0.2 0.3192
H 2.80676 1.53647 -0.17129 0.1 0.6 -0.8 -0.3603
O 3.23074 4.91778 0.97023 -0.5 0.5 -2.4 -0.6275
C 2.66376 5.03823 -0.11560 0.5 1.0 2.1 0.3662
O 2.93751 5.92816 -1.09220 -0.6 -0.5 -1.0 -0.2431
C 3.86583 6.95402 -0.97786 1.8 1.1 3.1 -0.3350
C 3.23930 8.19284 -0.25140 -0.5 0.2 -2.0 -1.0813
C 1.39388 4.35555 -0.44071 -0.6 -1.2 0.1 -0.1270
H 4.39234 7.21374 -1.89625 -1.0 -0.1 -0.5 0.4008
H 4.70105 6.62439 -0.35991 0.0 -0.4 0.3 0.2664
H 2.59782 8.03440 0.61549 0.4 -0.6 0.0 0.2998
H 2.59384 8.59881 -1.03028 -0.5 0.2 0.1 0.2873
H 3.90519 9.03653 -0.07001 0.5 -0.4 0.2 0.3663
H 1.50617 3.33955 -0.06226 -0.2 -0.2 -0.3 -0.1017
H 1.09127 4.38090 -1.48756 0.3 -0.1 0.1 0.1396
H 0.58100 4.77569 0.15157 0.1 0.3 0.1 0.4282
O 0.27197 -2.03137 1.03615 0.4 0.4 -0.7 -0.5527
C 0.11835 -0.84410 1.21669 -0.8 -0.7 0.6 0.3518
O 0.12854 0.12741 0.29676 0.2 0.3 1.2 -0.0088
C 0.57497 -0.06339 -1.02032 0.2 0.0 -2.4 0.8013
C -0.50989 -0.41018 -2.00690 -0.5 -0.9 -0.3 0.4865
C -0.25215 -0.32389 2.60062 -0.3 -0.2 -0.9 -0.5088
H 1.32717 -0.83764 -1.17145 0.0 -0.1 0.8 -0.1268
H 1.04194 0.84207 -1.40786 0.1 0.3 0.7 -0.5077
H -1.29961 0.28282 -2.29707 0.0 0.5 0.7 -0.4657
H -0.97073 -1.32692 -1.63905 -0.3 0.0 -0.2 -0.5357
H -0.03501 -0.64431 -2.95967 0.3 -0.3 0.0 0.2636
H -1.30999 -0.52107 2.77440 -0.3 0.3 -0.4 0.2286
H -0.06642 0.75014 2.60932 0.2 -0.2 0.7 0.3908
H 0.17337 -0.97925 3.36058 0.6 0.6 -0.1 0.0194
O -0.42115 0.68962 5.48731 -0.2 -1.0 1.3 -0.5197
C -0.97665 1.11340 6.47206 -1.5 1.7 0.4 0.9741
O -1.53705 0.49362 7.55820 0.6 0.6 -1.9 -0.3314
C -1.28080 -0.86249 7.70625 -0.3 -2.9 1.8 0.1988
C -2.54156 -1.72048 7.97899 -1.0 0.0 -0.2 -1.3666
C -1.26128 2.59697 6.61855 1.3 0.1 -1.0 -1.3882
H -0.66080 -0.94087 8.59931 0.3 -0.1 -0.1 0.2893
H -0.75377 -1.34347 6.88224 0.0 0.5 -0.2 0.0040
H -3.23089 -1.68425 7.13542 0.1 0.0 -0.2 0.3083
H -3.18505 -1.53807 8.83965 0.3 1.3 0.3 0.3585
H -2.40005 -2.77590 8.21175 1.1 -0.1 -0.7 0.3897
H -1.04502 2.98031 5.62136 -0.8 0.2 -0.2 0.4052
H -0.40258 3.04629 7.11739 -0.2 0.0 0.8 0.3592
H -2.22383 2.89310 7.03556 0.3 -0.2 0.0 0.3196
```
Forces are in eV/Å.

Properties
spin multiplicity: 2
E_tot: -101874.268 eV
total charge: -1
orbital gap (alpha / beta): 2.88 / 6.51 eV

Entry 2:
Here is a 5-piece molecular cluster, C29H68BN4O8 overall from the OMol25 dataset. Energies are from ωB97M-V/def2-TZVPD.

Geometry as XYZ:
```
110
Properties=species:S:1:pos:R:3:forces:R:3:mulliken_charge:R:1
C -1.61574 0.28600 -0.62650 -0.4 -1.1 -0.3 -1.6229
C -1.17466 1.46153 -0.27347 0.1 1.4 0.0 1.2857
B -1.56618 2.79035 -1.15200 0.1 -0.8 -0.1 1.0049
O -0.72751 3.96635 -0.73626 -0.5 0.6 -1.6 -0.9330
C 0.25349 4.06549 -1.74692 -0.4 -1.0 -0.8 0.3626
C 0.99973 5.36858 -1.75192 0.5 0.2 1.1 -1.1182
C 1.87587 5.40017 -0.48510 -0.8 0.4 -1.2 0.5979
O 3.25309 5.14361 -0.84165 -0.6 -0.8 0.0 -0.4642
C 4.07469 5.40391 0.17450 1.3 -2.0 -0.7 0.8295
C 5.14917 4.39139 0.46254 0.3 0.2 -0.4 -1.0610
O 4.00359 6.36867 0.83412 -0.6 2.9 1.9 -0.5290
C -0.57072 3.68024 -2.97555 -0.8 1.0 0.0 -0.0232
C 0.03982 3.75572 -4.36424 0.0 -0.1 -0.1 -0.9997
C -0.83474 3.03671 -5.39128 -0.1 -0.2 0.5 -1.5335
C -0.67194 1.49928 -5.46921 -0.4 -0.1 0.2 1.0191
C -1.90598 0.71366 -4.94724 0.5 -0.2 -0.7 -1.5192
C 0.57366 0.94550 -4.78391 0.4 0.3 -0.8 -1.8211
O -1.22160 2.50363 -2.59947 0.8 0.0 0.1 -0.2769
H -2.09565 0.21013 -1.58872 -0.5 -0.4 -0.1 0.0509
H -1.55530 -0.59312 -0.00029 0.3 -0.4 -0.1 0.2746
H -0.57180 1.52182 0.63137 -1.5 -0.5 -0.9 -0.0981
H -2.75823 3.07972 -1.12992 -0.1 0.0 0.4 -0.3307
H 0.97043 3.24918 -1.53288 0.3 0.0 -0.5 0.1100
H 1.65058 5.49683 -2.61268 -0.1 -0.1 -0.3 0.3665
H 0.33574 6.22475 -1.66366 -0.4 0.0 -0.4 0.3431
H 1.47825 4.62757 0.17118 1.2 0.2 -0.3 -0.5751
H 1.77375 6.35112 0.01749 0.3 0.3 0.1 0.5343
H 4.73097 3.49243 0.90042 -0.1 -0.2 -0.2 0.1822
H 5.72851 4.17865 -0.43190 -0.1 -0.4 -0.2 0.3337
H 5.82536 4.83996 1.17750 0.0 0.1 0.2 0.3577
H -1.38388 4.43921 -3.00145 0.2 0.3 0.0 0.0349
H 0.03954 4.81125 -4.63566 0.1 0.2 0.1 0.5577
H 1.08803 3.45931 -4.39867 0.1 -0.3 0.0 0.2985
H -1.86557 3.22828 -5.09533 -0.1 0.1 0.0 0.5667
H -0.73596 3.50629 -6.36769 0.3 -0.1 -0.2 0.3038
H -0.57554 1.24487 -6.52511 0.1 0.0 -0.2 0.7202
H -2.76013 1.34746 -4.73988 0.0 0.1 0.3 0.5265
H -1.59832 0.12688 -4.08794 -0.3 0.2 0.4 0.0491
H -2.20708 -0.00408 -5.71486 -0.1 -0.1 0.0 0.3323
H 0.60330 1.13600 -3.71599 -0.3 -0.2 0.2 0.1971
H 1.47060 1.38734 -5.22416 0.1 0.1 0.0 0.4219
H 0.63496 -0.11465 -5.01873 0.0 -0.3 0.3 0.5349
C 0.95093 4.92402 2.43441 0.0 -0.1 0.3 -1.8343
C 0.15191 3.86221 1.68194 0.5 0.2 1.2 2.3776
C -1.34527 3.86687 2.01161 0.0 -0.2 -0.5 -0.7404
O -1.68128 3.28713 3.26921 -0.1 0.2 0.2 -0.4613
C -1.52556 4.14323 4.38035 0.0 -0.4 -0.1 -0.6125
N 0.76137 2.54917 1.92700 0.4 0.2 0.6 -0.5412
H 1.12444 4.65310 3.47842 0.0 0.0 0.1 0.3526
H 1.93075 5.05682 1.97301 0.0 0.0 0.3 0.4390
H 0.44092 5.88971 2.41237 0.0 0.0 0.0 0.2871
H 0.24252 4.08298 0.61221 -0.8 -0.5 1.3 -0.9509
H -1.85318 3.25380 1.26350 0.0 0.1 0.2 -0.1480
H -1.76783 4.87643 1.93107 0.1 0.1 0.1 0.5668
H -1.76152 5.18183 4.12960 0.1 0.0 0.0 0.2628
H -0.51145 4.08042 4.78539 0.0 0.2 0.0 0.1761
H -2.21454 3.80833 5.15816 0.0 0.0 0.0 0.2760
H 0.29039 1.86188 1.34317 1.1 0.5 0.7 -0.1131
H 0.51792 2.26850 2.87519 0.0 0.0 0.0 0.3493
C 4.96886 1.61002 6.06765 0.0 0.1 0.1 -1.5764
C 3.80772 1.91227 5.12461 0.3 -0.4 0.0 0.4118
C 2.82415 0.74732 4.94950 -0.3 0.2 0.1 -0.3219
O 3.28543 -0.29235 4.10718 0.0 -0.1 0.2 -0.3841
C 4.12942 -1.23961 4.72962 0.0 0.0 -0.3 -0.6630
N 4.31188 2.35579 3.82644 -0.4 0.2 -0.1 -0.6571
H 5.72077 0.97031 5.60552 0.0 0.0 -0.1 0.2890
H 5.46988 2.53527 6.35470 0.0 0.0 -0.1 0.3813
H 4.61924 1.12256 6.98122 0.0 0.0 0.0 0.3490
H 3.24730 2.74497 5.56146 -0.1 -0.1 0.0 0.3981
H 1.93356 1.14748 4.45856 0.0 -0.1 -0.1 0.0038
H 2.49539 0.33977 5.91588 0.1 0.0 0.0 0.4355
H 3.84688 -1.41289 5.77262 0.0 0.1 0.0 0.3022
H 5.17577 -0.92846 4.67400 0.0 0.0 0.2 0.2274
H 4.03355 -2.17845 4.18311 -0.1 0.0 0.0 0.2616
H 3.48102 2.62865 3.30178 0.2 0.2 -0.3 0.1963
H 4.65988 1.54394 3.32168 0.0 0.0 0.1 0.3482
C -4.44135 -5.13208 -2.43193 -0.1 -0.1 0.0 -1.6632
C -3.28677 -4.64821 -1.55989 -0.1 0.1 -0.2 0.7945
C -3.35506 -3.15300 -1.21324 0.2 0.0 0.3 -1.0600
O -2.97330 -2.28822 -2.25953 -0.2 -0.1 -0.1 -0.1179
C -3.98270 -2.01251 -3.21174 0.2 0.1 -0.1 -0.5768
N -2.02036 -4.99643 -2.21344 0.1 0.1 0.1 -0.6873
H -4.32932 -4.82821 -3.47245 0.0 0.1 0.0 0.3157
H -4.49060 -6.22272 -2.42075 0.1 0.0 0.0 0.3705
H -5.39717 -4.75169 -2.06551 0.0 0.0 0.0 0.3610
H -3.34224 -5.19945 -0.61505 0.1 0.1 0.0 0.3320
H -2.63954 -2.96330 -0.40782 0.0 0.0 0.0 0.3142
H -4.34458 -2.87632 -0.82515 -0.1 -0.1 -0.1 0.4247
H -4.97518 -1.97591 -2.75211 0.0 -0.1 0.0 0.3344
H -3.97096 -2.74994 -4.01980 -0.2 0.0 0.0 0.2452
H -3.76534 -1.03912 -3.64971 0.0 0.0 0.1 0.0702
H -1.25540 -4.76563 -1.58436 0.0 -0.1 0.0 0.2634
H -1.89356 -4.35503 -2.99364 0.0 0.0 0.0 0.2964
C 0.10421 -9.61445 0.44841 0.2 -0.1 -0.1 -1.4474
C -1.01809 -9.14080 -0.47061 0.0 0.0 0.4 0.2696
C -1.39960 -7.66589 -0.27383 -0.2 -0.1 -0.3 -0.4671
O -2.18350 -7.40886 0.88124 0.2 0.1 0.0 -0.3754
C -1.45506 -7.28654 2.08833 -0.3 0.0 0.0 -0.7261
N -2.17251 -10.03083 -0.30495 -0.1 0.1 -0.1 -0.7490
H -0.24021 -9.78297 1.46876 -0.1 0.1 0.0 0.2852
H 0.51151 -10.56036 0.08896 -0.1 0.0 0.0 0.3646
H 0.92068 -8.88974 0.47812 0.0 0.0 0.0 0.3416
H -0.65866 -9.24163 -1.49876 -0.1 0.1 0.0 0.4332
H -2.02059 -7.36261 -1.11885 0.0 0.0 0.0 0.2700
H -0.51434 -7.01743 -0.29030 0.1 -0.1 0.1 0.3626
H -0.47903 -6.81995 1.92786 0.0 0.0 0.0 0.3391
H -1.32851 -8.25975 2.56971 0.2 0.0 0.0 0.2274
H -2.03428 -6.65569 2.76316 0.0 0.0 -0.1 0.2712
H -2.88123 -9.78140 -0.98981 0.1 -0.1 0.0 0.2895
H -2.60515 -9.80434 0.58766 0.1 -0.1 0.0 0.3165
```
Forces are in eV/Å.

Properties
E_tot: -54190.988 eV
total charge: -1
orbital gap: 6.91 eV

Question: Among the records above, which one has the highest E_tot?
Answer: C29H68BN4O8

Question: E_tot of number 1 (C29H67N9O28)?
Answer: -101874.268 eV